DFT (ωB97M-V with the def2-TZVPD basis set) results for a 3-piece molecular cluster, C3H13NO2S overall.

Output
HOMO level: -0.3231 Eh
SMILES: CNCCS.O.O
frontier orbital gap: 9.29 eV

Geometry (Å):
C 0.793 -0.954 1.796
N -0.160 -1.338 0.704
C -0.784 -0.235 -0.072
C 0.364 0.282 -1.015
S -0.107 0.382 -2.709
H 1.591 -0.292 1.363
H 0.583 -0.311 2.683
H 1.251 -1.850 2.229
H -0.758 -2.102 1.034
H -1.290 0.515 0.611
H -1.684 -0.581 -0.599
H 1.305 -0.229 -0.822
H 0.582 1.228 -0.698
H -1.454 -0.055 -2.613
O 0.188 5.012 1.507
H -0.433 5.038 0.845
H 0.711 4.389 1.089
O -0.680 -2.874 -1.645
H 0.296 -2.370 -1.541
H -0.315 -3.653 -2.146

natural (NBO) population analysis, charges in e, atoms 1 to 5:
1. C -0.431
2. N -0.655
3. C -0.220
4. C -0.569
5. S -0.035



DFT (ωB97M-V with the def2-TZVPD basis set) results for one molecule with the formula C25H29ClN4O3.

Output
HOMO level: -0.3183 Eh
SMILES: CC1=CN2C(=NC(=O)C[C@@]2(C)C(=O)N(CC(=O)NC2CCCC2)Cc2ccc(Cl)cc2)C=C1
frontier orbital gap: 8.32 eV

Geometry (Å):
C -2.410 -4.290 -2.012
C -1.257 -3.505 -1.473
C -1.240 -3.048 -0.189
N -0.211 -2.329 0.324
C 0.885 -2.003 -0.460
N 1.836 -1.217 -0.046
C 2.001 -0.958 1.267
O 2.638 -0.014 1.693
C 1.270 -1.948 2.176
C -0.198 -1.856 1.706
C -1.100 -2.677 2.626
C -0.521 -0.345 1.944
O -0.496 0.009 3.108
N -0.612 0.549 0.932
C -0.436 1.952 1.302
C 0.413 2.660 0.235
O -0.078 3.473 -0.531
N 1.693 2.286 0.226
C 2.650 2.754 -0.754
C 3.252 1.568 -1.530
C 4.616 1.339 -0.886
C 5.096 2.757 -0.596
C 3.842 3.451 -0.064
C -1.259 0.386 -0.363
C -2.700 0.835 -0.293
C -3.061 2.126 -0.661
C -4.377 2.541 -0.564
C -5.338 1.660 -0.094
Cl -6.984 2.170 0.025
C -4.995 0.371 0.282
C -3.676 -0.032 0.181
C 0.893 -2.483 -1.798
C -0.141 -3.210 -2.293
H -2.873 -3.756 -2.841
H -3.161 -4.461 -1.246
H -2.068 -5.254 -2.387
H -2.067 -3.251 0.472
H 1.655 -2.961 2.046
H 1.357 -1.640 3.215
H -2.155 -2.499 2.426
H -0.911 -2.360 3.647
H -0.880 -3.739 2.538
H 0.066 1.982 2.270
H -1.402 2.460 1.382
H 2.040 1.570 0.859
H 2.104 3.436 -1.412
H 3.369 1.834 -2.581
H 2.616 0.686 -1.458
H 4.489 0.790 0.047
H 5.296 0.785 -1.530
H 5.426 3.232 -1.522
H 5.917 2.788 0.118
H 3.762 3.296 1.012
H 3.849 4.524 -0.252
H -0.715 0.998 -1.087
H -1.227 -0.646 -0.696
H -2.304 2.812 -1.013
H -4.655 3.544 -0.848
H -5.752 -0.304 0.648
H -3.406 -1.037 0.473
H 1.759 -2.232 -2.387
H -0.126 -3.569 -3.311

natural (NBO) population analysis, charges in e, atoms 1 to 5:
1. C -0.621
2. C -0.087
3. C 0.044
4. N -0.378
5. C 0.424



DFT (ωB97M-V with the def2-TZVPD basis set) results for one molecule with the formula C4H8O2.

Output
HOMO level: -0.3065 Eh
SMILES: OCC1COC1
frontier orbital gap: 9.15 eV

Geometry (Å):
O -1.818 -0.671 1.505
C -1.282 0.179 0.518
C 0.222 0.169 0.497
C 1.238 -0.985 -0.558
O 1.850 0.189 -0.994
C 0.858 1.079 -0.524
H -2.773 -0.708 1.372
H -1.605 1.231 0.666
H -1.635 -0.101 -0.491
H 0.850 -0.534 1.010
H 2.050 -1.675 -0.205
H 0.569 -1.492 -1.247
H 1.318 2.012 -0.199
H 0.157 1.306 -1.351

natural (NBO) population analysis, charges in e, atoms 1 to 5:
1. O -0.708
2. C -0.084
3. C -0.290
4. C -0.055
5. O -0.532



DFT (ωB97M-V with the def2-TZVPD basis set) results for one molecule with the formula C18H27N3O3S.

Output
HOMO level: -0.3279 Eh
SMILES: O=C(CNC1CCCCCC1)Nc1ccc(S(=O)(=O)NC2CC2)cc1
frontier orbital gap: 9.26 eV

Geometry (Å):
O -0.941 -2.035 1.802
C -1.048 -2.404 0.656
C -2.376 -2.845 0.038
N -2.903 -1.969 -0.993
C -3.245 -0.593 -0.629
C -2.020 0.302 -0.365
C -2.192 1.761 -0.796
C -3.558 2.386 -0.495
C -4.181 1.960 0.835
C -5.014 0.684 0.717
C -4.200 -0.598 0.566
N -0.016 -2.451 -0.245
C 1.303 -2.030 -0.097
C 1.797 -1.521 1.105
C 3.112 -1.103 1.180
C 3.928 -1.190 0.070
S 5.597 -0.550 0.140
O 6.038 -0.531 1.500
O 6.394 -1.194 -0.860
N 5.436 1.043 -0.350
C 4.608 1.866 0.467
C 3.147 2.061 0.167
C 4.123 3.188 -0.033
C 3.456 -1.698 -1.125
C 2.144 -2.122 -1.209
H -3.109 -2.919 0.842
H -2.253 -3.839 -0.405
H -2.288 -1.953 -1.800
H -3.779 -0.211 -1.508
H -1.157 -0.095 -0.910
H -1.771 0.259 0.696
H -1.413 2.345 -0.300
H -2.015 1.841 -1.872
H -4.258 2.142 -1.297
H -3.433 3.471 -0.504
H -3.406 1.833 1.591
H -4.843 2.759 1.177
H -5.630 0.583 1.613
H -5.693 0.785 -0.134
H -4.895 -1.431 0.441
H -3.627 -0.763 1.481
H -0.238 -2.823 -1.160
H 1.148 -1.461 1.962
H 3.525 -0.718 2.099
H 5.264 1.116 -1.340
H 4.918 1.772 1.499
H 2.741 1.584 -0.713
H 2.451 2.117 0.989
H 4.374 3.466 -1.045
H 4.103 4.018 0.654
H 4.128 -1.768 -1.966
H 1.765 -2.528 -2.137

natural (NBO) population analysis, charges in e, atoms 1 to 5:
1. O -0.597
2. C 0.675
3. C -0.322
4. N -0.606
5. C -0.050



DFT (ωB97M-V with the def2-TZVPD basis set) results for C6H22B2MgO3 as an isolated structure.

Output
<S²>: 0.76
net charge: +1
spin multiplicity: 2
HOMO level (alpha / beta): -0.5301 / -0.5182 Eh
frontier orbital gap (alpha / beta): 11.92 / 4.35 eV

Geometry (Å):
Mg 11.748 10.675 16.489
B 10.155 11.518 17.220
H 10.544 12.375 16.693
H 9.273 11.813 17.766
H 10.017 10.637 16.613
H 10.897 11.308 17.975
B 12.006 9.692 14.648
H 11.244 10.386 14.968
H 12.505 10.194 13.833
H 12.710 9.709 15.465
H 11.628 8.704 14.436
C 10.072 8.238 16.995
O 11.248 8.945 17.345
C 11.744 8.696 18.588
C 13.210 9.320 18.631
O 13.011 10.530 17.932
C 13.784 11.597 18.348
C 13.245 12.718 17.501
O 13.056 12.271 16.176
C 12.939 13.148 15.084
H 9.793 8.493 15.972
H 9.256 8.477 17.677
H 10.154 7.181 17.249
H 11.836 7.620 18.739
H 11.017 9.178 19.242
H 13.914 8.660 18.125
H 13.528 9.385 19.672
H 14.823 11.365 18.110
H 13.586 11.766 19.407
H 14.003 13.501 17.491
H 12.326 13.194 17.842
H 12.660 12.567 14.205
H 13.907 13.596 14.861
H 12.171 13.914 15.193

natural (NBO) population analysis, charges in e, atoms 1 to 5:
1. Mg 1.772
2. B -0.822
3. H 0.032
4. H 0.110
5. H -0.018



DFT (ωB97M-V with the def2-TZVPD basis set) results for a 2-piece molecular cluster, H5NS overall.

Output
HOMO level: -0.3556 Eh
SMILES: N.S
frontier orbital gap: 10.63 eV

Geometry (Å):
N 0.278 2.552 0.879
H -0.167 1.913 1.524
H -0.482 2.885 0.290
H 0.677 3.352 1.348
S -0.153 -1.352 -0.573
H 0.284 -1.774 0.610
H 0.101 -2.609 -0.955

natural (NBO) population analysis, charges in e, atoms 1 to 5:
1. N -1.071
2. H 0.356
3. H 0.355
4. H 0.360
5. S -0.276



DFT (ωB97M-V with the def2-TZVPD basis set) results for one molecule with the formula H6NP5.

Output
HOMO level (alpha / beta): -0.2801 / -0.2843 Eh
frontier orbital gap (alpha / beta): 5.96 / 5.27 eV

Geometry (Å):
N -0.477 0.792 -0.313
P -2.432 -1.393 0.747
P -2.014 0.372 -0.275
P 0.914 -1.950 -0.260
P 2.255 1.203 -0.553
P 0.795 0.075 0.562
H -2.286 0.815 -1.673
H -2.746 1.424 0.187
H 1.391 -2.579 0.881
H -0.696 -2.081 0.232
H 3.435 1.029 0.307
H 1.861 2.292 0.160

natural (NBO) population analysis, charges in e, atoms 1 to 5:
1. N -1.264
2. P -0.307
3. P 0.887
4. P 0.033
5. P 0.079



DFT (ωB97M-V with the def2-TZVPD basis set) results for one molecule with the formula C5H8O.

Output
HOMO level: -0.3152 Eh
SMILES: C=C/C(O)=C/C
frontier orbital gap: 9.45 eV

Geometry (Å):
C -0.294 2.485 0.909
C 0.309 1.628 0.135
C -0.143 0.224 0.012
O -1.469 -0.052 0.297
C 0.699 -0.733 -0.377
C 0.321 -2.186 -0.448
H -0.007 3.525 0.992
H -1.129 2.223 1.518
H 1.126 1.806 -0.545
H -1.775 -0.588 -0.441
H 1.749 -0.573 -0.580
H -0.669 -2.363 -0.883
H 0.941 -2.763 -1.136
H 0.339 -2.632 0.547

natural (NBO) population analysis, charges in e, atoms 1 to 5:
1. C -0.365
2. C -0.236
3. C 0.265
4. O -0.696
5. C -0.263



DFT (ωB97M-V with the def2-TZVPD basis set) results for C3H4N2O2S as an isolated structure.

Output
HOMO level: -0.3418 Eh
frontier orbital gap: 9.25 eV

Geometry (Å):
C -2.616 -0.260 -0.960
C 0.742 0.272 0.179
C -0.380 -0.691 0.010
H -3.575 -0.434 0.038
H -2.879 0.404 -1.868
H -2.475 -1.348 -1.411
H 2.679 1.085 1.208
N -1.314 0.121 -0.393
N 0.447 1.577 0.062
O -0.933 1.446 -0.526
O -0.342 -1.921 0.163
S 2.253 -0.233 0.743

natural (NBO) population analysis, charges in e, atoms 1 to 5:
1. C -0.456
2. C -0.086
3. C 0.548
4. H 0.227
5. H 0.249



DFT (ωB97M-V with the def2-TZVPD basis set) results for a 2-piece molecular cluster, C4H7FOS overall.

Output
HOMO level (alpha / beta): -0.3384 / -0.3384 Eh
frontier orbital gap (alpha / beta): 9.15 / 9.16 eV

Geometry (Å):
C -2.587 1.300 -0.125
C -1.964 0.167 0.146
C 2.490 -0.758 0.402
C 0.050 -0.660 -0.819
O 1.050 1.579 0.358
F -2.310 -0.698 1.091
S 0.902 0.170 0.740
H -3.521 1.545 0.355
H -2.377 2.031 -0.818
H 2.763 -0.928 -0.613
H 2.261 -1.691 0.870
H 3.342 -0.235 0.812
H 0.117 -0.100 -1.782
H -0.217 -1.722 -0.616

natural (NBO) population analysis, charges in e, atoms 1 to 5:
1. C -0.576
2. C 0.434
3. C -0.820
4. C -0.569
5. O -0.960



DFT (ωB97M-V with the def2-TZVPD basis set) results for one molecule with the formula C19H26F3N3O3.

Output
HOMO level: -0.2951 Eh
SMILES: CC[C@@H](C)[C@H](NC(=O)N1CCN(c2cccc(C(F)(F)F)c2)CC1)C(=O)OC
frontier orbital gap: 8.67 eV

Geometry (Å):
C -3.860 -2.576 -2.740
C -4.190 -1.927 -1.401
C -4.366 -0.408 -1.501
C -5.662 -0.016 -2.199
C -4.270 0.246 -0.098
N -2.902 0.218 0.376
C -2.185 1.388 0.397
O -2.594 2.406 -0.130
N -0.979 1.342 1.057
C -0.207 0.139 1.276
C 0.761 -0.061 0.103
N 1.631 1.089 -0.014
C 2.953 0.967 -0.367
C 3.603 1.908 -1.181
C 4.945 1.792 -1.480
C 5.698 0.736 -0.996
C 5.065 -0.203 -0.195
C 5.830 -1.355 0.385
F 7.018 -1.559 -0.200
F 5.158 -2.520 0.290
F 6.083 -1.190 1.700
C 3.723 -0.094 0.128
C 0.887 2.312 -0.224
C -0.115 2.497 0.924
C -5.128 -0.472 0.927
O -4.668 -1.143 1.819
O -6.428 -0.281 0.739
C -7.300 -0.935 1.654
H -2.964 -2.131 -3.167
H -3.683 -3.641 -2.608
H -4.675 -2.454 -3.448
H -3.380 -2.141 -0.700
H -5.103 -2.372 -0.998
H -3.525 0.003 -2.071
H -6.525 -0.386 -1.652
H -5.687 -0.425 -3.206
H -5.738 1.066 -2.270
H -4.591 1.292 -0.180
H -2.762 -0.454 1.119
H -0.847 -0.735 1.381
H 0.363 0.270 2.202
H 1.341 -0.970 0.241
H 0.166 -0.167 -0.819
H 3.049 2.729 -1.606
H 5.411 2.531 -2.113
H 6.744 0.638 -1.236
H 3.290 -0.833 0.782
H 1.566 3.164 -0.224
H 0.336 2.287 -1.176
H -0.742 3.367 0.731
H 0.425 2.630 1.867
H -7.172 -2.017 1.592
H -8.309 -0.651 1.367
H -7.086 -0.614 2.675

natural (NBO) population analysis, charges in e, atoms 1 to 5:
1. C -0.601
2. C -0.404
3. C -0.200
4. C -0.616
5. C -0.146



DFT (ωB97M-V with the def2-TZVPD basis set) results for one molecule with the formula C26H37IN2O5Si.

Output
HOMO level: -0.3501 Eh
SMILES: CC(C)CC[C@@]1(C)[C@@](CCO[Si](C)(C)C)(CC(=O)I)NC(=O)[C@@]1(CC(=O)c1ccccc1)OC#N
frontier orbital gap: 9.64 eV

Geometry (Å):
C -0.885 -3.408 0.529
C -2.268 -3.091 -0.050
C -3.406 -3.178 0.981
C -2.281 -1.772 -0.879
C -2.152 -0.556 0.086
C -1.157 0.594 -0.309
C -0.084 0.515 0.816
C -0.372 0.539 -1.638
C 0.774 -0.482 -1.824
C 2.180 -0.015 -1.422
O 2.843 -1.135 -0.809
Si 4.275 -1.577 -1.574
C 5.682 -0.537 -0.876
C 4.604 -3.359 -1.028
C 4.187 -1.601 -3.458
C -1.238 0.379 -2.952
C -0.671 1.170 -4.127
O 0.447 1.084 -4.537
I -2.001 2.527 -5.208
N 0.109 1.945 -1.797
C -0.998 2.734 -1.345
O -1.199 3.868 -1.682
C -1.923 1.947 -0.304
C -1.802 2.843 0.920
C -2.369 2.252 2.219
O -3.474 1.775 2.335
C -1.464 2.276 3.439
C -0.649 3.362 3.647
C 0.193 3.377 4.723
C 0.246 2.321 5.590
C -0.591 1.258 5.370
C -1.441 1.217 4.306
O -3.174 1.889 -1.035
C -4.155 2.539 -0.502
N -5.058 3.061 0.024
H -0.077 -3.184 -0.170
H -0.815 -4.418 0.933
H -0.711 -2.735 1.382
H -2.465 -3.878 -0.791
H -3.153 -3.981 1.680
H -3.591 -2.258 1.532
H -4.304 -3.523 0.464
H -1.474 -1.877 -1.598
H -3.271 -1.743 -1.339
H -3.162 -0.185 0.264
H -1.837 -0.957 1.048
H -0.547 0.541 1.801
H 0.617 1.350 0.753
H 0.443 -0.438 0.774
H 0.567 -1.368 -1.223
H 0.846 -0.846 -2.848
H 2.150 0.750 -0.640
H 2.754 0.414 -2.250
H 5.328 0.430 -0.507
H 6.550 -0.434 -1.530
H 6.035 -1.064 0.018
H 4.257 -3.528 -0.006
H 5.642 -3.660 -1.174
H 3.967 -4.001 -1.650
H 4.585 -2.542 -3.839
H 4.879 -0.831 -3.823
H 3.210 -1.359 -3.880
H -2.285 0.653 -2.805
H -1.245 -0.661 -3.285
H 0.848 2.222 -1.152
H -0.736 2.996 1.088
H -2.202 3.846 0.747
H -0.664 4.189 2.948
H 0.860 4.216 4.885
H 0.932 2.323 6.423
H -0.563 0.402 6.035
H -2.094 0.376 4.110

Mulliken population analysis, charges in e, atoms 1 to 5:
1. C -1.400
2. C 0.122
3. C -1.455
4. C -0.697
5. C -1.171



Number 1: E_tot -19739.9544 eV, F_max 5.02 eV Å⁻¹. Number 2: E_tot -51022.7309 eV, F_max 1.00 eV Å⁻¹. Number 3: E_tot -8368.5719 eV, F_max 2.98 eV Å⁻¹. Number 4: E_tot -40551.6055 eV, F_max 0.85 eV Å⁻¹. Number 5: E_tot -19503.7575 eV, F_max 4.65 eV Å⁻¹. Number 6: E_tot -12406.2563 eV, F_max 0.77 eV Å⁻¹. Number 7: E_tot -48026.3749 eV, F_max 3.95 eV Å⁻¹. Number 8: E_tot -7360.6982 eV, F_max 1.92 eV Å⁻¹. Number 9: E_tot -21081.4316 eV, F_max 5.16 eV Å⁻¹. Number 10: E_tot -19855.9867 eV, F_max 5.23 eV Å⁻¹. Number 11: E_tot -38892.1668 eV, F_max 0.62 eV Å⁻¹. Number 12: E_tot -56757.7798 eV, F_max 3.90 eV Å⁻¹.